1.
ORCA calculation (wB97M-V/def2-TZVPD) on a single C17H25N5O2 molecule at a distorted geometry.

Max |F| (Eh/bohr): 0.0906
Kohn-Sham gap (eV): 8.7
Structure (SMILES): CCOc1cc(C)c(N2CCN(c3noc(CC)n3)[C@@H](C)C2)cn1
Relative energy (zero: lowest compared OMol25 entry of this formula, charge and spin) (kcal per mole): 141.79

Last column: natural (NBO) charge in e.
Positions of all 49 atoms, in Å:
C  -2.30  -6.57  -4.13  -0.63
C  -1.38  -5.46  -3.54  -0.06
O  -2.29  -4.31  -3.39  -0.52
C  -1.86  -3.22  -2.65  0.51
C  -2.81  -2.24  -2.32  -0.28
C  -2.52  -1.41  -1.25  0.03
C  -3.61  -0.58  -0.63  -0.63
C  -1.29  -1.48  -0.70  0.05
N  -0.89  -0.53  0.28  -0.48
C  -0.07  -0.84  1.62  -0.21
C  0.41  0.28  2.45  -0.23
N  0.97  1.41  1.71  -0.43
C  1.34  2.55  2.43  0.50
N  1.73  2.63  3.69  -0.26
O  2.31  3.95  3.91  -0.28
C  2.04  4.49  2.78  0.58
C  2.53  5.88  2.32  -0.45
C  3.69  6.37  3.17  -0.61
N  1.43  3.77  1.90  -0.56
C  1.02  1.38  0.28  -0.04
C  2.19  0.69  -0.34  -0.63
C  -0.37  0.79  -0.32  -0.21
C  -0.36  -2.44  -1.12  0.05
N  -0.65  -3.26  -2.15  -0.50
H  -2.93  -6.05  -4.91  0.21
H  -3.00  -7.02  -3.44  0.21
H  -1.71  -7.20  -4.74  0.21
H  -0.96  -5.78  -2.57  0.19
H  -0.59  -5.33  -4.25  0.18
H  -3.83  -2.32  -2.75  0.23
H  -3.82  -0.90  0.41  0.24
H  -4.51  -0.63  -1.28  0.22
H  -3.26  0.52  -0.57  0.22
H  0.86  -1.41  1.45  0.17
H  -0.68  -1.64  2.18  0.22
H  0.96  -0.09  3.30  0.22
H  -0.41  0.67  2.98  0.19
H  2.78  5.90  1.28  0.24
H  1.66  6.47  2.63  0.23
H  3.79  7.52  3.06  0.22
H  3.51  6.03  4.20  0.22
H  4.68  5.81  2.83  0.21
H  1.06  2.42  -0.13  0.24
H  2.42  -0.19  0.12  0.20
H  2.24  0.53  -1.43  0.22
H  3.08  1.28  -0.04  0.21
H  -0.08  0.58  -1.35  0.19
H  -1.21  1.42  -0.28  0.19
H  0.68  -2.42  -0.68  0.20

2.
ORCA calculation (wB97M-V/def2-TZVPD) on a single C17H25NO5 molecule.

Max |F| (Eh/bohr): 0.0136
Kohn-Sham gap (eV): 9.2
Structure (SMILES): COc1cc(CCC(=O)NC[C@@H]2CCCO2)cc(OC)c1OC
Relative energy (zero: lowest compared OMol25 entry of this formula, charge and spin) (kcal per mole): 27.51

Last column: natural (NBO) charge in e.
Positions of all 48 atoms, in Å:
C  -3.30  -0.73  -2.11  -0.24
O  -1.98  -1.19  -2.29  -0.49
C  -1.14  -1.40  -1.24  0.30
C  0.10  -1.92  -1.61  -0.29
C  1.08  -2.19  -0.68  0.03
C  2.46  -2.61  -1.10  -0.41
C  3.30  -1.37  -1.47  -0.48
C  3.15  -0.33  -0.37  0.69
O  3.84  -0.31  0.63  -0.65
N  2.17  0.56  -0.60  -0.62
C  1.70  1.51  0.38  -0.25
C  1.09  2.72  -0.34  0.10
C  0.41  3.69  0.64  -0.43
C  -1.02  3.81  0.10  -0.43
C  -1.17  2.51  -0.68  -0.08
O  0.10  2.28  -1.26  -0.54
C  0.83  -1.95  0.66  -0.36
C  -0.39  -1.41  1.06  0.36
O  -0.68  -1.08  2.35  -0.52
C  0.32  -1.25  3.33  -0.25
C  -1.39  -1.14  0.11  0.12
O  -2.58  -0.55  0.52  -0.53
C  -3.39  -1.34  1.37  -0.25
H  -3.70  -0.63  -3.11  0.19
H  -3.33  0.23  -1.60  0.19
H  -3.90  -1.45  -1.55  0.17
H  0.27  -2.09  -2.67  0.22
H  2.95  -3.14  -0.28  0.22
H  2.41  -3.28  -1.97  0.22
H  2.96  -0.96  -2.42  0.21
H  4.35  -1.66  -1.55  0.23
H  1.55  0.45  -1.39  0.42
H  0.93  1.05  1.01  0.18
H  2.55  1.80  1.00  0.23
H  1.87  3.20  -0.94  0.19
H  0.92  4.65  0.67  0.22
H  0.41  3.27  1.64  0.21
H  -1.76  3.92  0.89  0.22
H  -1.10  4.66  -0.58  0.20
H  -1.89  2.57  -1.49  0.19
H  -1.44  1.68  -0.01  0.18
H  1.60  -2.15  1.38  0.23
H  0.57  -2.30  3.47  0.18
H  1.23  -0.69  3.08  0.19
H  -0.11  -0.85  4.25  0.20
H  -3.65  -2.30  0.90  0.17
H  -4.30  -0.76  1.53  0.19
H  -2.91  -1.53  2.33  0.19

3.
ORCA calculation (wB97M-V/def2-TZVPD) on a molecular structure, C17H25NO9S2 at a distorted geometry.

Max |F| (Eh/bohr): 0.1697
Kohn-Sham gap (eV): 9.4
Relative energy (zero: lowest compared OMol25 entry of this formula, charge and spin) (kcal per mole): 192.99

Last column: natural (NBO) charge in e.
Positions of all 54 atoms, in Å:
C  0.52  -0.95  0.27  -0.28
C  1.63  -0.25  0.06  -0.06
C  3.06  0.53  0.00  -0.50
C  2.88  1.99  -0.71  0.26
C  1.88  2.95  0.12  -0.45
C  0.68  3.60  -0.77  -0.41
C  -0.40  4.22  0.28  -0.41
C  -1.92  3.77  -0.04  -0.43
C  -2.31  2.32  0.58  -0.09
O  -3.54  1.87  -0.11  -0.58
C  -3.29  0.67  -0.87  0.82
C  -2.98  0.85  -2.46  -0.73
O  -3.30  -0.47  -0.28  -0.57
O  2.59  1.74  -2.14  -0.65
S  4.08  1.57  -2.97  2.32
O  4.12  2.69  -4.00  -0.85
O  4.30  0.32  -3.78  -0.80
O  5.14  1.76  -1.63  -0.63
C  4.36  2.69  -0.82  0.18
N  4.95  3.32  0.40  -0.54
C  5.58  2.41  1.15  0.88
O  5.78  1.54  2.06  -0.46
H  -0.21  -1.73  0.77  0.31
H  3.80  -0.16  -0.54  0.27
H  3.38  0.70  1.11  0.26
H  1.36  2.36  0.98  0.24
H  2.41  3.84  0.64  0.24
H  1.15  4.49  -1.36  0.22
H  0.21  2.88  -1.53  0.22
H  -0.17  3.91  1.37  0.20
H  -0.37  5.39  0.23  0.22
H  -2.61  4.54  0.48  0.21
H  -2.17  3.82  -1.16  0.22
H  -2.60  2.39  1.71  0.21
H  -1.49  1.53  0.37  0.20
H  -3.96  1.15  -2.98  0.25
H  -2.12  1.60  -2.58  0.24
H  -2.62  -0.19  -2.84  0.25
H  4.13  3.59  -1.53  0.22
C  -3.11  -5.41  2.34  -0.41
C  -3.22  -5.44  0.81  -0.40
C  -1.98  -4.75  0.25  -0.68
S  -0.68  -4.98  1.46  2.17
O  -0.33  -3.69  2.01  -0.95
O  0.31  -5.89  0.94  -0.93
C  -1.68  -5.84  2.66  -0.68
H  -3.84  -6.07  2.81  0.23
H  -3.28  -4.39  2.70  0.22
H  -3.25  -6.48  0.47  0.21
H  -4.13  -4.95  0.46  0.23
H  -1.66  -5.19  -0.70  0.26
H  -2.14  -3.67  0.13  0.26
H  -1.37  -5.58  3.67  0.26
H  -1.55  -6.92  2.49  0.24

4.
ORCA calculation (wB97M-V/def2-TZVPD) on a molecular structure, C17H26BLiN10O2S.

Max |F| (Eh/bohr): 0.0072
Kohn-Sham gap (eV): 8.9
Relative energy (zero: lowest compared OMol25 entry of this formula, charge and spin) (kcal per mole): 0.00

Last column: natural (NBO) charge in e.
Positions of all 58 atoms, in Å:
Li  0.31  -0.31  0.47  0.83
C  -2.06  -4.04  0.29  -0.37
C  -1.39  -3.03  -0.41  -0.05
N  -1.02  -2.04  0.39  -0.35
N  -1.44  -2.40  1.63  -0.32
C  -2.07  -3.59  1.59  -0.02
B  -1.19  -1.52  2.86  0.55
N  0.33  -1.48  3.19  -0.32
C  0.91  -1.73  4.37  -0.02
C  2.26  -1.45  4.25  -0.37
C  2.40  -1.02  2.93  -0.05
N  1.23  -1.04  2.28  -0.34
N  -1.68  -0.07  2.60  -0.32
C  -2.53  0.64  3.36  -0.02
C  -2.64  1.90  2.82  -0.36
C  -1.79  1.87  1.71  -0.05
N  -1.22  0.68  1.57  -0.36
H  -2.47  -4.96  -0.10  0.22
H  -1.16  -2.99  -1.47  0.20
H  -2.46  -4.03  2.49  0.22
H  -1.78  -1.97  3.81  -0.05
H  0.34  -2.08  5.21  0.22
H  3.02  -1.54  5.01  0.22
H  3.29  -0.70  2.42  0.19
H  -2.99  0.19  4.23  0.22
H  -3.23  2.72  3.19  0.22
H  -1.56  2.67  1.02  0.20
N  -1.98  0.13  -1.81  -0.82
C  -1.00  -0.44  -2.59  0.39
C  -1.24  -0.71  -3.95  -0.31
C  -0.23  -1.26  -4.71  -0.15
C  1.01  -1.51  -4.12  -0.32
C  1.15  -1.19  -2.78  0.06
N  0.19  -0.68  -2.02  -0.50
H  -2.92  -0.06  -2.09  0.38
H  -1.84  0.02  -0.81  0.42
H  -2.21  -0.51  -4.38  0.21
H  -0.40  -1.48  -5.75  0.22
H  1.83  -1.93  -4.68  0.22
H  2.10  -1.36  -2.28  0.19
N  4.02  0.34  0.06  -0.84
C  2.92  1.16  0.18  0.80
N  3.14  2.44  0.55  -0.83
O  1.79  0.75  -0.08  -0.73
H  4.86  0.57  0.55  0.39
H  3.80  -0.65  0.01  0.41
H  4.07  2.82  0.56  0.39
H  2.34  3.06  0.46  0.45
C  0.96  2.50  -2.74  -0.83
S  0.01  2.80  -1.25  1.29
C  -1.31  3.71  -2.03  -0.83
O  0.79  3.82  -0.46  -1.02
H  1.18  3.47  -3.20  0.23
H  0.38  1.86  -3.41  0.23
H  1.87  1.99  -2.45  0.25
H  -1.72  3.13  -2.85  0.23
H  -0.89  4.66  -2.38  0.23
H  -2.08  3.89  -1.29  0.24

In order of appearance, energy = -29575.7563 -29761.4792 -59612.2348 -48769.0209 eV.
In order of appearance, molecular weight = 331.420 323.389 451.519 452.283 g/mol.